Computed, not measured: a molecular structure, C36H23N5O2S2Sc, with the ωB97M-V functional and the def2-TZVPD basis.

```
69
Properties=species:S:1:pos:R:3
Sc 0.75 -0.72 -0.58
C -0.98 -3.04 -2.56
O -0.97 -1.73 -1.89
C -1.61 -0.75 -2.61
C -2.32 -1.00 -3.81
C -2.95 0.09 -4.41
C -2.93 1.38 -3.89
C -2.24 1.59 -2.70
C -1.63 0.51 -2.01
N -1.00 0.64 -0.78
N -1.14 1.89 -0.31
C -0.74 2.13 0.91
C 0.13 1.26 1.76
O 0.63 0.12 1.37
C 0.56 1.82 3.00
C 0.16 3.00 3.53
C -0.63 3.91 2.72
C -0.84 5.27 3.10
C -1.64 6.07 2.35
C -2.18 5.61 1.17
C -1.89 4.33 0.70
C -1.15 3.44 1.49
H -2.04 -3.25 -2.77
H -0.59 -3.78 -1.89
H -0.30 -3.00 -3.45
H -2.36 -1.96 -4.26
H -3.49 -0.09 -5.36
H -3.38 2.16 -4.45
H -2.28 2.59 -2.20
H 1.34 1.22 3.49
H 0.54 3.41 4.46
H -0.26 5.69 3.94
H -1.81 7.08 2.67
H -2.72 6.34 0.60
H -2.27 4.02 -0.25
S 2.21 1.59 -0.86
C 2.19 1.16 -2.50
S 1.46 -0.37 -3.06
C 2.81 2.10 -3.37
C 3.67 2.99 -2.79
N 4.42 3.76 -2.36
C 2.75 2.20 -4.73
N 2.64 2.29 -5.89
C 4.97 -1.50 -0.20
C 5.04 -2.36 0.90
C 3.86 -2.87 1.44
C 2.63 -2.64 0.77
C 2.64 -1.81 -0.34
C 3.79 -1.33 -0.92
C 1.39 -3.08 1.34
C 1.28 -4.10 2.32
C 0.06 -4.46 2.88
C -1.09 -3.75 2.46
C -2.28 -3.79 3.16
C -3.35 -2.95 2.85
C -3.23 -2.02 1.78
C -2.03 -1.96 1.08
C -0.94 -2.86 1.33
N 0.27 -2.52 0.80
H 5.83 -1.07 -0.64
H 6.00 -2.63 1.33
H 3.83 -3.49 2.33
H 3.85 -0.84 -1.86
H 2.26 -4.52 2.67
H -0.05 -5.30 3.64
H -2.43 -4.50 4.01
H -4.31 -3.13 3.32
H -4.05 -1.41 1.60
H -1.85 -1.10 0.47
```

## Properties
* E_HOMO: -0.15403 hartree
* total charge: -1
* energy: -91624.23745 eV
* molar mass: 666.70 g/mol
* energy relative to the best compared isomer or geometry (same formula, charge and spin): 29.3 kcal per mole

These are the Mulliken partial charges, in e, on atoms 1 to 2: -1.761, -1.201

Computed, not measured: a molecular structure, C36H24AsCl2N7SSeV, with the ωB97M-V functional and the def2-TZVPD basis.

```
73
Properties=species:S:1:pos:R:3
V -0.18 0.14 0.54
S -2.04 -5.00 -4.69
N -2.72 -4.68 -3.27
C -2.06 -3.66 -2.75
C -2.34 -3.03 -1.47
C -3.40 -3.41 -0.64
C -3.61 -2.72 0.53
C -2.75 -1.68 0.86
N -1.72 -1.32 0.10
C -1.53 -1.97 -1.07
C -0.42 -1.51 -1.92
N 0.33 -0.49 -1.45
C 1.31 -0.01 -2.20
C 1.62 -0.53 -3.45
C 0.88 -1.58 -3.94
C -0.16 -2.09 -3.16
C -1.00 -3.20 -3.57
N -0.90 -3.87 -4.71
H -4.04 -4.23 -0.94
H -4.43 -2.96 1.19
H -2.89 -1.12 1.77
H 1.87 0.82 -1.79
H 2.43 -0.10 -4.03
H 1.09 -2.03 -4.90
Se 2.86 2.51 1.24
N 4.08 1.46 1.95
C 3.61 0.22 1.95
C 4.23 -0.96 2.48
C 3.51 -2.11 2.42
C 2.20 -2.14 1.85
N 1.61 -1.10 1.32
C 2.32 0.07 1.39
N 1.73 1.16 0.93
H 5.22 -0.91 2.91
H 3.92 -3.03 2.81
H 1.65 -3.08 1.83
C -5.89 3.30 0.12
C -5.47 2.32 -0.77
C -4.12 2.04 -0.92
C -3.19 2.76 -0.18
C -3.60 3.75 0.71
C -4.95 4.01 0.86
As -1.32 2.31 -0.36
C -0.80 2.66 -2.18
C -1.17 1.98 -3.33
C -0.63 2.35 -4.55
C 0.30 3.38 -4.61
C 0.68 4.06 -3.46
C 0.13 3.70 -2.23
C 0.43 4.35 -0.93
C 1.30 5.42 -0.73
C 1.45 5.96 0.54
C 0.75 5.44 1.62
C -0.10 4.36 1.44
C -0.27 3.83 0.17
H -6.94 3.52 0.24
H -6.20 1.78 -1.35
H -3.81 1.28 -1.62
H -2.87 4.32 1.27
H -5.27 4.78 1.55
H -1.89 1.17 -3.28
H -0.93 1.84 -5.45
H 0.72 3.67 -5.56
H 1.40 4.87 -3.52
H 1.85 5.84 -1.56
H 2.12 6.80 0.68
H 0.87 5.88 2.61
H -0.64 3.95 2.29
Cl -0.65 -1.86 3.93
C -0.60 -0.15 4.29
Cl -1.10 0.87 2.88
H 0.40 0.15 4.56
H -1.31 0.07 5.08
```

## Properties
* E_HOMO (alpha / beta): -0.49103 / -0.49107 hartree
* total charge: +2
* energy: -235894.78638 eV
* spin multiplicity: 4
* molar mass: 862.44 g/mol
* energy relative to the best compared isomer or geometry (same formula, charge and spin): 0.0 kcal per mole

These are the Mulliken partial charges, in e, on atoms 1 to 2: 0.224, 0.205

Computed, not measured: a molecular structure, C36H24BiCl4NO2P2Te, with the ωB97M-V functional and the def2-TZVPD basis.

```
71
Properties=species:S:1:pos:R:3
Bi 1.43 -1.75 1.50
Cl 5.98 -6.05 -1.44
C 4.53 -5.38 -0.80
C 3.37 -6.14 -0.74
Cl 3.37 -7.77 -1.30
C 2.20 -5.59 -0.21
Cl 0.74 -6.50 -0.13
C 2.19 -4.28 0.26
O 1.08 -3.71 0.76
C 3.37 -3.51 0.19
O 3.32 -2.24 0.63
C 4.52 -4.06 -0.34
Cl 5.94 -3.08 -0.41
Te -0.67 0.58 -2.65
C -2.12 2.13 -2.68
C -2.07 3.19 -1.78
C -3.05 4.16 -1.83
N -4.06 4.15 -2.70
C -4.09 3.14 -3.57
C -3.16 2.11 -3.59
C -0.38 0.57 -0.58
P 1.29 0.59 -0.04
C 2.46 1.33 -1.19
C 2.76 2.69 -1.14
C 3.63 3.24 -2.07
C 4.22 2.42 -3.03
C 3.94 1.07 -3.06
C 3.06 0.52 -2.15
C 1.51 1.62 1.45
C 0.64 2.65 1.78
C 0.84 3.41 2.92
C 1.93 3.14 3.74
C 2.81 2.12 3.42
C 2.60 1.36 2.28
P -1.02 -0.88 0.23
C -1.58 -0.44 1.93
C -1.59 -1.44 2.90
C -2.05 -1.17 4.19
C -2.49 0.11 4.51
C -2.50 1.10 3.54
C -2.05 0.83 2.26
C -2.62 -1.38 -0.47
C -2.86 -2.72 -0.74
C -4.10 -3.11 -1.24
C -5.09 -2.17 -1.46
C -4.85 -0.83 -1.19
C -3.62 -0.43 -0.69
H -1.28 3.24 -1.04
H -3.03 4.99 -1.13
H -4.92 3.15 -4.27
H -3.27 1.31 -4.31
H 2.31 3.32 -0.39
H 3.86 4.30 -2.04
H 4.91 2.85 -3.75
H 4.42 0.43 -3.80
H 2.84 -0.54 -2.16
H -0.20 2.85 1.12
H 0.16 4.22 3.16
H 2.08 3.73 4.64
H 3.66 1.92 4.06
H 3.32 0.58 2.02
H -1.28 -2.45 2.65
H -2.06 -1.95 4.93
H -2.84 0.32 5.51
H -2.86 2.10 3.79
H -2.06 1.60 1.49
H -2.08 -3.45 -0.58
H -4.28 -4.16 -1.45
H -6.05 -2.48 -1.85
H -5.62 -0.09 -1.37
H -3.43 0.62 -0.49
```

## Properties
* E_HOMO: -0.27300 hartree
* total charge: 0
* energy: -125105.82783 eV
* molar mass: 1042.93 g/mol
* energy relative to the best compared isomer or geometry (same formula, charge and spin): 0.0 kcal per mole

These are the Mulliken partial charges, in e, on atoms 1 to 2: 1.162, -0.201

Computed, not measured: a molecular structure, C36H24Cl2N4NiO2P, with the ωB97M-V functional and the def2-TZVPD basis.

```
70
Properties=species:S:1:pos:R:3
Ni 0.06 -0.44 0.37
Cl -4.04 -1.01 -4.39
C -2.56 -1.14 -3.57
C -2.55 -1.65 -2.28
C -1.34 -1.50 -1.51
N -1.17 -1.76 -0.13
C -2.57 -1.45 2.21
O -3.63 -0.95 2.45
C -1.24 -1.03 2.86
C -1.28 -1.34 4.23
C -0.14 -1.14 5.00
C 1.02 -0.50 4.43
C 0.94 -0.17 3.10
N -0.11 -0.54 2.34
C -0.29 -0.81 -2.05
C -0.24 -0.50 -3.41
C -1.40 -0.64 -4.14
Cl -1.14 -0.39 -5.84
N 0.81 -0.36 -1.29
C 1.98 -1.04 -1.70
O 2.11 -1.97 -2.51
C 3.25 -0.62 -1.03
C 4.37 -0.19 -1.70
C 5.61 -0.23 -1.07
C 5.69 -0.78 0.24
C 4.48 -1.06 0.86
N 3.27 -0.90 0.29
H -3.33 -2.25 -1.85
H -2.22 -1.66 4.64
H -0.03 -1.48 6.03
H 1.85 -0.15 5.06
H 1.70 0.49 2.65
H 0.59 0.02 -3.89
H 4.33 0.21 -2.70
H 6.46 0.22 -1.68
H 6.65 -1.02 0.78
H 4.44 -1.52 1.84
C -3.06 3.27 -2.96
C -3.66 3.25 -1.75
C -3.11 2.64 -0.61
C -1.73 2.29 -0.71
C -1.10 2.33 -1.98
C -1.77 2.75 -3.11
P -0.88 1.67 0.72
C 0.45 2.88 0.72
C 1.68 2.46 0.16
C 2.76 3.35 0.16
C 2.61 4.59 0.79
C 1.37 5.07 1.17
C 0.27 4.27 1.07
C -2.43 -2.85 1.62
C -2.69 -3.95 2.40
C -2.24 -5.18 1.91
C -1.83 -5.25 0.55
C -1.62 -4.13 -0.23
C -1.81 -2.87 0.36
H -3.64 3.64 -3.78
H -4.63 3.74 -1.70
H -3.53 2.68 0.37
H -0.09 1.88 -2.08
H -1.28 2.74 -4.09
H 1.74 1.42 -0.26
H 3.75 3.05 -0.20
H 3.55 5.13 1.01
H 1.23 6.11 1.48
H -0.73 4.62 1.36
H -2.97 -3.81 3.43
H -2.27 -6.11 2.54
H -1.65 -6.17 0.16
H -1.02 -4.23 -1.13
```

## Properties
* E_HOMO (alpha / beta): -0.12459 / -0.14861 hartree
* total charge: -1
* energy: -123152.93309 eV
* spin multiplicity: 3
* molar mass: 705.19 g/mol

These are the Mulliken partial charges, in e, on atoms 1 to 2: -0.834, -0.253

Computed, not measured: a molecular structure, C36H24F5HfN7O2S2, with the ωB97M-V functional and the def2-TZVPD basis.

```
77
Properties=species:S:1:pos:R:3
Hf 0.19 0.17 0.25
N -1.35 -2.90 3.25
C -1.23 -1.97 2.32
N -0.13 -1.71 1.65
C 1.01 -2.45 1.98
N 2.13 -2.22 1.39
N 2.01 -1.23 0.43
C 3.10 -0.95 -0.17
C 3.05 -0.03 -1.29
C 4.18 0.21 -2.05
C 4.06 0.99 -3.19
C 2.81 1.47 -3.52
C 1.74 1.20 -2.69
N 1.83 0.47 -1.58
C 0.94 -3.49 2.99
C 2.04 -4.27 3.35
C 1.90 -5.24 4.31
C 0.67 -5.45 4.94
C -0.43 -4.69 4.61
C -0.28 -3.71 3.63
H -2.25 -3.01 3.70
H -2.11 -1.37 2.10
H 4.03 -1.43 0.14
H 5.13 -0.22 -1.76
H 4.92 1.20 -3.81
H 2.65 2.06 -4.41
H 0.76 1.59 -2.95
H 2.99 -4.10 2.86
H 2.75 -5.85 4.59
H 0.58 -6.22 5.70
H -1.38 -4.84 5.09
F -2.31 -5.29 -3.04
C -2.32 -4.16 -2.36
C -1.17 -3.40 -2.24
F -0.03 -3.79 -2.81
C -1.24 -2.24 -1.52
F -0.08 -1.48 -1.40
C -2.37 -1.76 -0.89
S -2.36 -0.22 -0.03
C -3.51 -2.54 -1.02
F -4.64 -2.16 -0.45
C -3.49 -3.73 -1.75
F -4.59 -4.45 -1.85
C 1.05 6.11 6.33
C 0.96 4.98 5.35
C -0.23 4.72 4.68
C -0.32 3.69 3.75
C 0.81 2.92 3.52
C 2.02 3.16 4.18
C 2.08 4.19 5.09
S 0.78 1.67 2.34
O 1.48 0.45 2.72
O -0.65 1.31 1.99
N 1.40 2.02 0.91
C 0.99 3.26 0.32
C 1.48 4.47 0.74
C 1.05 5.67 0.14
C 0.14 5.65 -0.88
C -0.40 4.41 -1.33
C -1.34 4.33 -2.37
C -1.84 3.11 -2.73
C -1.43 1.98 -2.01
N -0.54 2.00 -1.03
C 0.01 3.22 -0.70
H 0.06 6.44 6.67
H 1.55 6.96 5.87
H 1.63 5.82 7.21
H -1.11 5.32 4.89
H -1.25 3.49 3.23
H 2.88 2.53 3.99
H 3.00 4.37 5.63
H 2.23 4.49 1.52
H 1.46 6.60 0.48
H -0.18 6.56 -1.36
H -1.65 5.23 -2.88
H -2.56 2.99 -3.52
H -1.86 1.01 -2.25
```

## Properties
* E_HOMO: -0.48808 hartree
* total charge: +2
* energy: -88802.73322 eV
* molar mass: 924.25 g/mol
* energy relative to the best compared isomer or geometry (same formula, charge and spin): 6.2 kcal per mole

These are the Mulliken partial charges, in e, on atoms 1 to 2: 1.444, 0.178

Computed, not measured: a molecular structure, C36H24N10O4Sn, with the ωB97M-V functional and the def2-TZVPD basis.

```
75
Properties=species:S:1:pos:R:3
Sn -0.56 0.82 0.13
O 2.45 -1.45 2.51
C 1.41 -1.01 2.05
N 1.18 0.26 1.58
C 2.12 1.24 1.71
C 3.49 1.05 2.04
C 4.32 2.13 2.16
C 3.86 3.45 1.96
C 2.56 3.69 1.65
C 1.65 2.60 1.51
N 0.37 2.75 1.15
C -0.24 3.99 1.17
O -0.03 4.86 1.98
C -1.27 4.21 0.09
C -1.93 5.43 0.01
C -2.83 5.62 -1.02
C -3.04 4.59 -1.93
C -2.35 3.40 -1.76
N -1.48 3.22 -0.78
C 0.22 -1.95 1.97
C 0.45 -3.31 2.06
C -0.63 -4.17 1.94
C -1.90 -3.63 1.75
C -2.02 -2.25 1.70
N -0.99 -1.42 1.80
H 3.85 0.06 2.19
H 5.37 1.96 2.39
H 4.55 4.28 2.05
H 2.20 4.69 1.50
H -1.72 6.19 0.75
H -3.36 6.56 -1.12
H -3.74 4.70 -2.75
H -2.50 2.57 -2.44
H 1.46 -3.67 2.21
H -0.49 -5.24 1.98
H -2.77 -4.26 1.65
H -2.99 -1.79 1.54
C 3.73 -2.45 -7.50
O 4.19 -3.65 -6.89
C 3.34 -4.31 -6.08
C 2.01 -3.92 -5.87
C 1.23 -4.62 -4.98
C 1.75 -5.72 -4.26
C 3.08 -6.12 -4.53
C 3.86 -5.43 -5.41
N 1.10 -6.39 -3.27
N -0.15 -6.05 -3.01
C -0.50 -4.99 -2.37
C -1.94 -4.77 -2.29
C -2.47 -3.59 -1.95
C -1.61 -2.44 -1.64
O -2.08 -1.32 -1.52
C -0.14 -2.71 -1.48
N 0.59 -1.70 -1.01
C 1.89 -1.89 -0.85
C 2.51 -3.11 -1.07
C 1.75 -4.16 -1.54
C 0.39 -3.96 -1.79
H 4.57 -2.05 -8.06
H 3.42 -1.73 -6.74
H 2.90 -2.64 -8.17
H 1.60 -3.05 -6.35
H 0.21 -4.29 -4.81
H 3.48 -6.98 -3.99
H 4.89 -5.71 -5.61
H -2.56 -5.61 -2.58
H -3.53 -3.41 -1.95
H 2.46 -1.04 -0.50
H 3.57 -3.23 -0.89
H 2.20 -5.13 -1.72
N 0.99 1.35 -1.40
C 1.41 0.80 -2.35
N 1.99 0.22 -3.33
C 1.31 -0.48 -4.22
N 0.79 -1.12 -5.03
```

## Properties
* E_HOMO (alpha / beta): -0.29448 / -0.27044 hartree
* total charge: 0
* energy: -66642.35634 eV
* molar mass: 779.36 g/mol
* energy relative to the best compared isomer or geometry (same formula, charge and spin): 0.3 kcal per mole

These are the Mulliken partial charges, in e, on atoms 1 to 2: 0.679, -0.701

Q: Among the records above, which one has the highest molar mass?
A: C36H24BiCl4NO2P2Te

Q: Number 2 is which compound?
A: C36H24AsCl2N7SSeV